{
  "formula": "C3H5NO2",
  "method": "ωB97M-V/def2-TZVPD",
  "elements": ["O", "O", "N", "C", "C", "C", "H", "H", "H", "H", "H"],
  "positions_angstrom": [[2.385, -0.825, 0.303], [-1.622, 0.057, 0.035], [1.447, -0.360, 0.912], [-0.659, 1.053, 0.410], [-0.607, -0.796, -0.482], [0.526, 0.165, -0.090], [-0.695, 1.221, 1.499], [-0.840, 2.004, -0.099], [-0.676, -0.890, -1.574], [-0.568, -1.785, -0.018], [1.308, 0.157, -0.896]],
  "orbital_gap_ev": 9.293,
  "charge": 0,
  "relative_energy_ev": 4.967,
  "smiles": "O=NC1COC1"
}

=====

{
  "formula": "C6H19BrNO3",
  "method": "ωB97M-V/def2-TZVPD",
  "elements": ["Br", "O", "O", "O", "N", "C", "C", "C", "C", "C", "C", "H", "H", "H", "H", "H", "H", "H", "H", "H", "H", "H", "H", "H", "H", "H", "H", "H", "H", "H"],
  "positions_angstrom": [[-0.272, -2.565, -0.363], [-3.002, -2.219, 1.348], [3.430, 2.303, -0.323], [-3.253, -2.132, -2.131], [1.760, 0.126, 0.785], [-3.629, -3.483, 1.399], [2.497, 2.456, 0.721], [-2.496, -2.224, -3.314], [0.162, 1.962, 1.389], [4.366, 3.340, -0.403], [1.332, 1.512, 0.533], [5.318, 2.938, -0.764], [2.131, 3.497, 0.735], [-4.577, -3.484, 0.848], [-0.570, 1.156, 1.451], [-0.368, 2.786, 0.897], [1.666, -0.038, 1.791], [0.485, 2.255, 2.389], [-2.470, -3.251, -3.700], [-3.878, -3.744, 2.440], [1.029, 1.566, -0.514], [-2.969, -4.268, 1.019], [-2.194, -2.316, 0.800], [2.991, 2.275, 1.687], [4.582, 3.795, 0.576], [4.047, 4.136, -1.088], [-2.683, -2.437, -1.410], [-2.976, -1.591, -4.069], [1.018, -0.492, 0.434], [-1.477, -1.859, -3.165]],
  "orbital_gap_ev": 7.867,
  "charge": -1,
  "relative_energy_ev": 0.255
}

=====

{
  "formula": "C42H55GeN5OY",
  "method": "ωB97M-V/def2-TZVPD",
  "elements": ["Y", "Ge", "O", "N", "N", "N", "N", "N", "C", "C", "C", "C", "C", "C", "C", "C", "C", "C", "C", "C", "C", "C", "C", "C", "C", "C", "C", "C", "C", "C", "C", "C", "C", "C", "C", "C", "C", "C", "C", "C", "C", "C", "C", "C", "C", "C", "C", "C", "C", "C", "H", "H", "H", "H", "H", "H", "H", "H", "H", "H", "H", "H", "H", "H", "H", "H", "H", "H", "H", "H", "H", "H", "H", "H", "H", "H", "H", "H", "H", "H", "H", "H", "H", "H", "H", "H", "H", "H", "H", "H", "H", "H", "H", "H", "H", "H", "H", "H", "H", "H", "H", "H", "H", "H", "H"],
  "positions_angstrom": [[-1.326, -0.100, 0.180], [1.602, -0.104, 2.093], [-1.426, 1.607, -1.240], [-2.145, -1.913, 1.671], [-3.826, 0.213, -0.132], [0.246, 1.862, -2.715], [-2.317, 1.244, 2.127], [-1.977, -2.075, -1.166], [4.312, -3.027, 3.344], [5.008, -2.039, -4.038], [-2.905, -1.957, -2.314], [-2.177, 0.744, 3.529], [2.973, 3.435, -0.738], [2.175, 1.335, 0.924], [-4.286, -1.425, -1.956], [0.812, 2.431, -3.936], [0.638, 0.145, 6.189], [2.791, -1.371, -2.488], [-2.018, 3.025, -4.442], [3.792, 2.325, -0.567], [-0.933, 2.191, -2.258], [2.601, -2.720, 1.177], [0.645, -0.757, -1.041], [2.650, -1.728, 2.159], [3.634, -0.373, -2.986], [1.362, 2.457, 0.746], [-3.728, 1.630, 1.856], [4.733, -0.707, -3.759], [-1.379, 1.766, -5.034], [-1.560, -3.113, 1.026], [3.510, -1.898, 3.248], [1.642, -1.031, -1.696], [3.077, -2.708, -2.773], [1.751, 3.502, -0.080], [1.262, 0.561, 3.885], [4.254, -4.005, 2.362], [0.582, 1.513, 6.427], [0.888, 2.406, 5.408], [-2.198, -3.282, -0.343], [-1.838, -1.798, 3.112], [0.141, 1.860, -5.183], [-4.339, 0.030, -1.507], [3.398, -3.851, 1.280], [-1.703, 3.289, -2.942], [-4.075, 1.577, 0.385], [-2.647, -0.685, 3.768], [0.974, -0.325, 4.929], [3.392, 1.276, 0.250], [4.181, -3.037, -3.542], [1.226, 1.934, 4.147], [-1.821, 1.570, -6.010], [0.324, 1.881, 7.411], [-1.118, 4.206, -2.833], [-5.372, 0.388, -1.562], [-1.708, 3.893, -5.026], [-4.908, -1.520, -2.847], [4.879, -4.885, 2.438], [0.702, 1.068, -2.260], [3.298, 4.257, -1.363], [-3.156, -2.004, 1.595], [-4.347, -0.427, 0.465], [-0.768, -1.617, 3.218], [0.700, 3.515, -3.893], [0.552, 0.873, -5.405], [3.575, -1.141, 4.019], [0.394, 2.505, -6.026], [-2.599, -0.837, 4.848], [-2.437, -1.283, -3.036], [4.753, 2.281, -1.063], [-1.634, 0.899, -4.413], [-4.767, -2.061, -1.204], [-3.936, 2.626, 2.255], [-1.774, 2.106, 2.105], [2.427, -3.484, -2.389], [-1.728, -4.012, 1.627], [-1.034, -2.139, -1.552], [-4.372, 0.938, 2.402], [0.427, 2.547, 1.296], [-3.099, 2.956, -4.554], [-2.732, 1.411, 4.195], [-5.122, 1.864, 0.249], [3.357, -4.612, 0.512], [-2.618, 3.434, -2.372], [0.876, 3.471, 5.601], [1.946, -2.602, 0.325], [3.431, 0.663, -2.746], [1.034, -1.396, 4.765], [-3.006, -2.929, -2.807], [1.879, 2.220, -3.930], [-2.059, -2.747, 3.610], [1.482, 2.644, 3.369], [-3.706, -0.808, 3.511], [5.868, -2.299, -4.641], [-3.274, -3.433, -0.226], [4.040, 0.414, 0.367], [-3.463, 2.270, -0.193], [0.433, -0.553, 6.991], [-1.128, 0.825, 3.800], [5.380, 0.071, -4.144], [-0.476, -2.976, 0.944], [-3.741, 0.661, -2.169], [4.985, -3.139, 4.184], [1.120, 4.375, -0.191], [-1.805, -4.175, -0.835], [4.396, -4.075, -3.758]],
  "orbital_gap_ev": [7.547, 6.468],
  "multiplicity": 2,
  "charge": 2,
  "relative_energy_ev": 0.000
}

=====

{
  "formula": "C18H33B2NO10",
  "method": "ωB97M-V/def2-TZVPD",
  "elements": ["O", "O", "O", "O", "O", "O", "O", "O", "O", "O", "N", "C", "C", "C", "C", "C", "C", "C", "C", "C", "C", "C", "C", "C", "C", "C", "C", "C", "C", "B", "B", "H", "H", "H", "H", "H", "H", "H", "H", "H", "H", "H", "H", "H", "H", "H", "H", "H", "H", "H", "H", "H", "H", "H", "H", "H", "H", "H", "H", "H", "H", "H", "H", "H"],
  "positions_angstrom": [[-3.502, 3.555, -2.362], [1.052, 3.653, -0.698], [6.632, 0.058, 1.897], [-0.655, 2.182, 2.533], [1.854, -3.709, -0.569], [1.510, 2.450, 1.865], [4.875, -1.153, 1.141], [-2.121, 0.690, 0.666], [0.382, -4.879, -1.830], [-5.008, 2.415, -3.613], [-0.461, -1.230, 0.779], [0.299, 2.713, 1.635], [-0.274, -6.147, -1.719], [5.711, 2.203, 1.733], [-1.352, -1.712, -0.320], [-2.377, 4.582, 1.186], [1.233, -5.948, 0.086], [4.586, 1.192, 1.638], [-5.680, 1.153, -3.499], [-4.142, 2.559, -2.575], [0.624, -6.985, -0.837], [6.821, 1.397, 2.368], [0.889, -1.030, 0.150], [1.231, -4.716, -0.779], [-4.777, 0.300, -2.637], [-0.494, 0.748, 2.721], [-4.141, 1.324, -1.721], [5.338, -0.105, 1.504], [-1.360, 4.413, -0.036], [-1.014, 0.026, 1.352], [-0.008, 3.604, 0.301], [-1.263, -5.991, -1.277], [-3.366, 4.957, 0.731], [2.245, -6.217, 0.382], [1.520, -1.961, 0.421], [-1.040, 5.474, -0.348], [-0.397, -6.585, -2.711], [-2.433, -1.790, 0.034], [1.411, -7.446, -1.440], [-1.030, -2.782, -0.589], [-2.066, 5.411, 1.916], [7.808, 1.754, 2.070], [-2.641, 3.610, 1.718], [-1.738, 1.157, -0.109], [-6.659, 1.319, -3.040], [1.657, 4.347, -0.342], [-4.006, -0.167, -3.257], [1.426, -0.090, 0.495], [0.092, -7.780, -0.313], [-4.748, 1.507, -0.831], [-1.884, 3.909, -0.923], [0.860, -0.993, -0.992], [0.609, -5.767, 0.964], [6.760, 1.394, 3.460], [0.554, 0.430, 3.034], [-1.291, -1.102, -1.281], [3.956, 1.372, 0.769], [-5.308, -0.493, -2.108], [5.450, 3.098, 2.300], [-3.129, 1.042, -1.444], [6.008, 2.516, 0.727], [-5.824, 0.723, -4.491], [-1.189, 0.380, 3.560], [3.986, 1.163, 2.550]],
  "orbital_gap_ev": 8.646,
  "charge": 0,
  "smiles": "CCB(O)C(=O)OCB(O)N(C)C.O=C1CCCO1.O=C1CCCO1.O=C1CCCO1"
}

=====

{
  "formula": "C3H6LiO5Y",
  "method": "ωB97M-V/def2-TZVPD",
  "elements": ["Y", "O", "O", "O", "O", "O", "C", "C", "C", "Li", "H", "H", "H", "H", "H", "H"],
  "positions_angstrom": [[-2.825, -1.849, 1.026], [2.643, -0.971, -1.243], [-0.108, 0.872, 0.206], [-1.990, 1.901, 0.894], [-1.512, -0.158, 1.774], [-2.170, 0.011, -0.315], [0.674, -0.271, -0.085], [-1.414, 0.643, 0.740], [2.021, 0.114, -0.682], [2.741, -2.655, -1.423], [-1.902, 0.377, -1.192], [0.185, -0.920, -0.829], [-1.559, 2.324, 1.644], [0.768, -0.924, 0.795], [1.843, 0.907, -1.442], [2.604, 0.602, 0.130]],
  "orbital_gap_ev": [5.885, 5.330],
  "multiplicity": 2,
  "charge": 1,
  "relative_energy_ev": 0.506
}

=====

Total energy values (in a.u.) by entry order: -322.39180 -3094.54521 -4097.32007 -1562.57648 -539.70142.